DFT (ωB97M-V/def2-TZVPD) results for a structure of composition C7H16N3 in a non-equilibrium geometry.

XYZ file:
```
26
Properties=species:S:1:pos:R:3:lowdin_charge:R:1
C -0.14387 -1.67136 0.41979 -0.105
C 1.46859 0.46044 1.57914 -0.135
C -0.51602 1.14046 1.44581 -0.138
C 0.34398 0.29434 0.50486 -0.272
C -0.54066 -2.56263 1.53421 0.009
C -0.50254 1.39806 -3.17768 -0.039
C -0.53299 1.22968 -1.64398 -0.233
N 0.19166 -2.04527 -0.74862 0.190
N 0.54779 1.18717 2.44592 -0.027
N 0.54273 0.67793 -0.78847 -0.026
H 1.91595 -0.38974 2.00483 0.092
H 2.43469 0.99576 1.45605 0.132
H -0.72153 2.25411 0.97042 0.173
H -1.40839 0.57452 1.73791 0.118
H -0.17178 -3.50457 1.46858 0.060
H -1.58624 -2.54915 1.45173 0.092
H -0.26311 -1.94876 2.42393 0.111
H -0.28295 0.46225 -3.63522 0.067
H -1.38815 1.83505 -3.37023 0.042
H 0.35077 2.09512 -3.36125 0.100
H -1.49742 0.74296 -1.46966 0.115
H -0.79257 2.16623 -1.05468 0.119
H 0.25749 -3.02092 -0.92478 0.134
H 0.41692 0.72812 3.33780 0.113
H 1.45158 0.63799 -1.19785 0.144
H 0.42606 -1.18781 -1.40856 0.162
```

Its HOMO energy is -12.366 eV. The LUMO energy comes out at -0.1233 hartree. Its net charge is +1. Its energy above the lowest of the compared OMol25 structures with the same formula, charge and spin is 4.970 eV.